1.
{
  "formula": "C26H23BF4GaN5O3",
  "method": "wB97M-V/def2-TZVPD",
  "symbols": ["Ga", "F", "F", "F", "F", "O", "O", "O", "N", "N", "N", "N", "N", "C", "C", "C", "C", "C", "C", "C", "C", "C", "C", "C", "C", "C", "C", "C", "C", "C", "C", "C", "C", "C", "C", "C", "C", "C", "C", "B", "H", "H", "H", "H", "H", "H", "H", "H", "H", "H", "H", "H", "H", "H", "H", "H", "H", "H", "H", "H", "H", "H", "H"],
  "xyz": [[-0.13, -0.11, -0.26], [-2.06, -2.97, -0.37], [-0.70, -3.72, -2.07], [-2.53, -2.40, -2.56], [-0.67, -1.47, -1.52], [-2.29, -0.90, 5.20], [1.52, -1.37, 2.80], [-2.14, -0.15, 0.57], [-1.06, 1.25, -1.52], [0.96, 1.48, 0.10], [-0.38, -0.83, 1.64], [1.74, -0.97, -0.35], [-0.41, -1.14, 3.97], [-1.70, -0.62, 1.65], [-0.91, 4.93, -1.44], [-2.80, 2.07, -2.90], [-3.39, 1.45, 3.13], [0.17, 5.08, -0.62], [-1.77, -0.96, 4.11], [3.34, -2.73, -0.39], [3.15, 2.02, 1.16], [0.44, 2.67, -0.32], [0.33, -1.15, 2.78], [0.84, 3.97, -0.06], [-3.11, -2.42, 2.62], [2.24, 1.20, 0.52], [-3.77, -0.02, 2.91], [-0.69, 2.52, -1.21], [-2.07, 1.02, -2.32], [-2.44, 3.36, -2.62], [-2.09, -3.56, 2.70], [4.86, 0.29, 1.18], [2.06, -2.21, -0.65], [3.95, -0.59, 0.55], [-1.36, 3.63, -1.76], [4.27, -1.93, 0.21], [-2.58, -0.97, 2.81], [4.45, 1.56, 1.48], [2.66, -0.15, 0.24], [-1.59, -2.76, -1.64], [-2.32, -0.02, -2.51], [2.88, 3.02, 1.45], [-2.73, 1.81, 2.34], [-2.99, 4.19, -3.05], [1.68, 4.16, 0.59], [-1.43, 5.79, -1.85], [5.12, 2.23, 1.98], [-2.57, -4.49, 2.40], [0.52, 6.07, -0.37], [3.55, -3.75, -0.66], [-1.25, -3.41, 2.02], [-4.35, -0.12, 1.99], [-4.39, -0.36, 3.74], [-1.71, -3.69, 3.71], [-3.86, -2.56, 3.40], [-3.62, 1.84, -3.56], [1.29, -2.82, -1.10], [-3.61, -2.45, 1.65], [5.85, -0.06, 1.43], [0.13, -1.26, 4.81], [-2.89, 1.58, 4.10], [-4.28, 2.07, 3.13], [5.26, -2.30, 0.44]],
  "lowdin_charge": [0.487, 0.177, 0.169, 0.176, 0.038, 0.115, 0.108, 0.067, 0.087, 0.053, 0.182, 0.091, 0.217, -0.396, -0.048, -0.018, -0.066, -0.072, -0.405, -0.018, 0.001, -0.182, -0.484, -0.001, -0.142, -0.183, -0.173, -0.118, -0.052, 0.012, -0.071, -0.038, -0.049, -0.149, -0.148, 0.016, -0.293, -0.067, -0.137, -1.124, 0.119, 0.088, 0.073, 0.123, 0.083, 0.111, 0.108, 0.084, 0.107, 0.113, 0.068, 0.124, 0.120, 0.080, 0.125, 0.113, 0.117, 0.123, 0.112, 0.167, 0.078, 0.078, 0.123],
  "e_tot_ev": -104863.31860,
  "homo_lumo_gap_ha": 0.26434
}

2.
{
  "formula": "C5H7NO",
  "method": "wB97M-V/def2-TZVPD",
  "symbols": ["O", "N", "C", "C", "C", "C", "C", "H", "H", "H", "H", "H", "H", "H"],
  "xyz": [[-0.19, -2.27, -0.53], [1.61, -0.86, -0.16], [-0.44, 0.18, -0.32], [0.59, 1.10, 0.29], [1.76, 0.46, 0.30], [-1.88, 0.19, 0.19], [0.28, -1.17, -0.34], [0.41, 2.12, 0.60], [-2.27, 1.21, 0.18], [2.74, 0.82, 0.58], [-0.48, 0.44, -1.39], [-2.50, -0.43, -0.47], [-1.96, -0.20, 1.21], [2.33, -1.57, -0.14]],
  "lowdin_charge": [0.077, 0.090, -0.284, -0.059, -0.107, -0.053, -0.437, 0.104, 0.078, 0.114, 0.162, 0.082, 0.085, 0.148],
  "de_lowest_kj_mol": 17.08,
  "smiles": "C[C@H]1C=CNC1=O",
  "e_tot_ev": -8836.02582,
  "homo_lumo_gap_ha": 0.35185
}

3.
{
  "formula": "C5H8O",
  "method": "wB97M-V/def2-TZVPD",
  "symbols": ["O", "C", "C", "C", "C", "C", "H", "H", "H", "H", "H", "H", "H", "H"],
  "xyz": [[-0.60, -1.33, -0.55], [-1.41, -0.16, -0.55], [0.45, -1.13, 0.29], [1.61, 0.25, -0.49], [0.66, 0.29, 0.61], [-0.74, 0.79, 0.43], [1.09, 0.48, 1.60], [0.83, -2.05, 0.72], [-0.85, 1.86, 0.17], [-1.06, 0.36, 1.39], [-1.54, 0.15, -1.59], [2.65, 0.54, -0.33], [1.30, 0.32, -1.52], [-2.39, -0.45, -0.16]],
  "lowdin_charge": [-0.085, -0.173, -0.125, 0.023, -0.424, -0.125, 0.149, 0.131, 0.133, 0.127, 0.120, 0.061, 0.069, 0.117],
  "de_lowest_kj_mol": 324.54,
  "e_tot_ev": -7358.89163,
  "homo_lumo_gap_ha": 0.31669
}

4.
{
  "formula": "H6IO3",
  "method": "wB97M-V/def2-TZVPD",
  "symbols": ["I", "O", "O", "O", "H", "H", "H", "H", "H", "H"],
  "xyz": [[-0.86, 0.84, -0.40], [-0.39, -1.93, -2.54], [2.58, 1.71, 0.20], [-2.21, -0.42, 2.73], [-0.30, -1.23, -1.89], [2.76, 1.39, -0.68], [-1.68, 0.17, 3.34], [0.49, -1.94, -2.86], [-2.02, -0.15, 1.82], [1.64, 1.56, 0.27]],
  "lowdin_charge": [-0.143, -0.122, -0.135, -0.163, -0.171, 0.008, 0.043, -0.009, -0.151, -0.157],
  "charge": -1,
  "de_lowest_kj_mol": 21.30,
  "e_tot_ev": -14343.76119,
  "homo_lumo_gap_ha": 0.29180
}

5.
{
  "formula": "C4H10FN",
  "method": "wB97M-V/def2-TZVPD",
  "symbols": ["F", "N", "C", "C", "C", "C", "H", "H", "H", "H", "H", "H", "H", "H", "H", "H"],
  "xyz": [[-0.27, 1.60, 2.77], [-0.80, 0.27, 0.03], [0.39, -0.31, -2.00], [-0.85, -0.57, -1.05], [0.61, 0.83, 1.92], [-0.17, -0.25, 1.21], [1.13, 1.54, 1.27], [-0.94, -1.64, -0.77], [-1.88, -0.37, -1.61], [0.45, 0.62, -2.49], [0.30, -1.04, -2.87], [1.48, 0.41, 2.44], [1.34, -0.49, -1.49], [-0.81, -0.73, 2.00], [-0.47, 1.18, -0.25], [0.48, -1.05, 0.90]],
  "lowdin_charge": [-0.088, -0.118, -0.088, -0.326, -0.166, -0.225, 0.112, 0.115, 0.135, 0.040, 0.081, 0.114, 0.065, 0.136, 0.111, 0.102],
  "de_lowest_kj_mol": 110.93,
  "smiles": "CCNCCF",
  "e_tot_ev": -8516.52922,
  "homo_lumo_gap_ha": 0.35076
}

6.
{
  "formula": "C3H11N2O2P",
  "method": "wB97M-V/def2-TZVPD",
  "symbols": ["P", "O", "O", "N", "N", "C", "C", "C", "H", "H", "H", "H", "H", "H", "H", "H", "H", "H", "H"],
  "xyz": [[-1.01, 0.77, -0.58], [-1.91, 1.84, 0.16], [0.14, 0.65, 0.63], [-2.22, -0.97, 0.24], [-3.52, -0.94, -0.23], [1.45, 0.13, 0.50], [2.28, 1.16, -0.31], [1.69, -1.29, -0.02], [2.27, 0.93, -1.49], [2.66, -1.43, -0.46], [-1.59, -1.63, -0.13], [1.54, -2.01, 0.72], [0.80, -1.44, -0.77], [1.97, 2.20, -0.33], [-2.00, 1.68, 1.10], [-4.03, -0.50, 0.53], [-3.73, -0.34, -1.05], [3.42, 1.14, 0.00], [1.77, 0.03, 1.48]],
  "lowdin_charge": [0.934, -0.306, -0.365, -0.218, -0.144, -0.511, -0.084, -0.044, 0.110, 0.069, -0.031, 0.055, 0.099, 0.056, 0.049, 0.057, 0.060, 0.110, 0.103],
  "de_lowest_kj_mol": 420.16,
  "e_tot_ev": -19651.17095,
  "homo_lumo_gap_ha": 0.31860
}

Copy entry 4 word for word.
{
  "formula": "H6IO3",
  "method": "wB97M-V/def2-TZVPD",
  "symbols": ["I", "O", "O", "O", "H", "H", "H", "H", "H", "H"],
  "xyz": [[-0.86, 0.84, -0.40], [-0.39, -1.93, -2.54], [2.58, 1.71, 0.20], [-2.21, -0.42, 2.73], [-0.30, -1.23, -1.89], [2.76, 1.39, -0.68], [-1.68, 0.17, 3.34], [0.49, -1.94, -2.86], [-2.02, -0.15, 1.82], [1.64, 1.56, 0.27]],
  "lowdin_charge": [-0.143, -0.122, -0.135, -0.163, -0.171, 0.008, 0.043, -0.009, -0.151, -0.157],
  "charge": -1,
  "de_lowest_kj_mol": 21.30,
  "e_tot_ev": -14343.76119,
  "homo_lumo_gap_ha": 0.29180
}

Which formula does entry 2 have?
C5H7NO